31
Properties=species:S:1:pos:R:3 method="wB97M-V/def2-TZVPD" fmax_ev_per_a=5.75 total_energy_ev=-69874.192 homo_energy_ha=-0.321 homo_lumo_gap_ev=7.096
C 3.3585 -3.4914 2.3177
C 2.4631 -2.9500 1.6753
C 1.2238 -2.0784 1.2086
N 0.0105 -2.8342 1.6596
C -0.3449 -4.1670 1.4215
N -1.5562 -4.4164 2.0789
C -2.0791 -3.2844 2.7769
C -1.0316 -2.2729 2.4513
S -1.0939 -0.5436 3.0054
H 4.1825 -3.7485 3.0431
H 1.2715 -1.0426 1.6734
H 1.2658 -1.9381 0.0893
H 0.2512 -4.8952 0.8117
H -2.0236 -5.3319 2.0771
H -3.0055 -3.1540 3.3935
H -1.2125 0.1657 1.8012
C 1.9297 1.6418 -1.3027
F 2.5780 1.0402 -0.2807
F 2.8112 2.4809 -1.8778
F 1.6769 0.6795 -2.2185
S 0.4093 2.4994 -0.7604
O 0.8716 3.4900 0.1808
O -0.4078 1.4473 -0.1880
N -0.0350 3.0351 -2.1789
S -1.3908 3.8669 -2.1388
O -1.3311 5.1540 -1.4890
O -2.5931 3.1079 -1.8805
C -1.4722 4.2576 -3.9224
F -1.5194 3.1449 -4.6874
F -0.3949 4.9544 -4.3418
F -2.5540 4.9906 -4.2404

16
Properties=species:S:1:pos:R:3 method="wB97M-V/def2-TZVPD" fmax_ev_per_a=2.04 total_energy_ev=-54367.359 homo_energy_ha=-0.389 e_above_lowest_kcal_mol=14.3 homo_lumo_gap_ev=11.310 smiles=ClCCCl.ClCCCl
Cl -13.1683 -7.1965 -13.5402
C -13.6420 -8.1552 -14.9949
C -14.1565 -9.5489 -14.5977
Cl -15.2760 -9.5457 -13.1492
H -12.7603 -8.2749 -15.6244
H -14.3405 -7.5329 -15.5543
H -13.2859 -10.1393 -14.3119
H -14.6578 -9.8963 -15.5011
Cl -13.4132 -7.4526 -21.4816
C -13.7673 -5.8391 -20.7439
C -13.0376 -5.6410 -19.3516
Cl -14.1522 -6.3190 -18.0958
H -14.8322 -5.6131 -20.7996
H -13.3655 -5.1115 -21.4491
H -12.8023 -4.5867 -19.2063
H -12.0724 -6.1469 -19.3289

87
Properties=species:S:1:pos:R:3 method="wB97M-V/def2-TZVPD" fmax_ev_per_a=4.85 total_energy_ev=-88029.590 charge=+2 homo_energy_ha=-0.501 homo_lumo_gap_ev=2.559
Hf 22.2406 -14.6433 7.4813
C 23.6502 -15.3746 1.5386
C 22.4468 -15.9245 2.3223
C 22.2297 -17.3674 2.1292
O 22.5071 -15.5323 3.6853
H 23.6527 -14.2949 1.3896
H 23.5536 -15.7615 0.5242
H 24.6404 -15.6585 1.8948
H 21.5891 -15.3393 1.9906
H 21.3943 -17.7846 2.6916
H 23.1824 -17.8697 2.2968
H 21.8663 -17.6334 1.1366
C 27.9140 -16.2706 8.2728
C 27.3537 -15.1290 7.4082
C 27.4914 -15.5180 5.8812
O 25.9851 -14.9901 7.6920
H 29.0015 -16.2142 8.3194
H 27.6108 -17.2717 7.9661
H 27.7685 -16.0455 9.3293
H 27.9448 -14.2168 7.4898
H 28.5233 -15.8409 5.7434
H 27.2891 -14.7003 5.1894
H 26.8714 -16.3942 5.6911
O 16.7910 -13.3556 3.3818
S 16.2541 -14.7130 3.1514
O 16.6748 -15.7321 4.1311
O 14.6256 -14.6006 3.3260
C 14.0270 -13.4220 2.8446
C 12.6470 -13.2812 3.5858
C 16.4642 -15.2484 1.4151
H 13.9485 -13.5195 1.7618
H 14.5593 -12.5059 3.1004
H 12.8095 -13.2530 4.6632
H 12.0004 -14.1486 3.4528
H 12.1962 -12.3097 3.3827
H 16.1997 -14.3127 0.9225
H 15.6070 -15.9095 1.2873
H 17.4353 -15.6754 1.1646
O 22.1221 -9.2420 1.1980
S 20.8721 -9.9114 1.6465
O 20.8187 -10.4104 3.0412
O 19.6554 -8.7918 1.5032
C 18.3691 -9.1838 1.9475
C 18.1279 -8.6989 3.3832
C 20.4328 -11.1825 0.2822
H 18.2519 -10.2619 1.8376
H 17.6622 -8.7706 1.2281
H 17.3884 -9.3188 3.8901
H 17.8867 -7.6422 3.4982
H 19.0376 -8.8487 3.9648
H 19.9412 -10.5844 -0.4851
H 19.7549 -11.9181 0.7153
H 21.3247 -11.7035 -0.0660
O 26.5731 -20.6364 -3.7887
S 25.3220 -20.4741 -2.9500
O 24.3039 -21.5264 -2.9229
O 25.6964 -20.3407 -1.3363
C 26.6710 -19.4736 -0.9432
C 26.8608 -19.4250 0.6023
C 24.4141 -18.9701 -3.3146
H 26.3576 -18.4842 -1.2763
H 27.6549 -19.6408 -1.3815
H 27.7819 -18.9198 0.8928
H 26.8365 -20.4514 0.9683
H 26.0240 -18.8316 0.9708
H 25.0806 -18.1737 -2.9832
H 23.5051 -19.1624 -2.7447
H 24.4132 -18.8947 -4.4020
O 23.4004 -11.7139 6.0168
H 22.9828 -11.3226 5.2496
H 24.1961 -11.1978 6.1463
O 23.2861 -17.9108 7.0433
H 23.4969 -18.6019 7.6711
H 23.3378 -18.3390 6.1887
O 19.8065 -12.6793 6.0772
H 19.2196 -12.9099 5.3570
H 19.7314 -11.7281 6.1528
C 27.5184 -11.1529 0.5831
C 28.5421 -12.0985 1.0531
O 29.4010 -12.2410 -0.0308
C 29.2886 -11.1831 -0.8385
O 29.9894 -10.9715 -1.7983
O 28.1998 -10.4975 -0.4704
H 27.2099 -10.5340 1.4256
H 26.6780 -11.7650 0.2558
H 28.1306 -13.0149 1.4761
H 29.1344 -11.6683 1.8607

47
Properties=species:S:1:pos:R:3 method="wB97M-V/def2-TZVPD" fmax_ev_per_a=5.26 total_energy_ev=-61476.036 homo_energy_ha=-0.288 e_above_lowest_kcal_mol=57.7 homo_lumo_gap_ev=7.596
Na -10.8292 0.1703 17.8133
N -13.5391 0.1848 19.1716
O -14.4188 0.3836 19.9930
O -13.1225 1.0795 18.4775
O -12.9433 -0.8502 19.2397
C -8.1426 -2.6504 20.9642
C -7.3069 -2.6816 19.6742
O -6.7300 -1.4914 19.4103
C -7.3418 -0.4106 18.8970
O -8.5042 -0.4387 18.4753
C -6.5232 0.8737 19.0806
F -5.3894 0.7493 19.7241
F -6.0793 1.3382 17.8757
F -7.2341 1.8527 19.6675
H -9.0326 -2.0322 20.8464
H -7.6581 -2.4162 21.9121
H -8.5990 -3.6384 21.0249
H -7.8982 -3.0595 18.8401
H -6.5642 -3.4472 19.8987
C -10.5135 1.4558 13.2843
C -9.1321 1.0834 13.8767
O -8.5093 2.1701 14.4955
C -8.7430 2.4777 15.7438
O -9.3457 1.7737 16.5393
C -8.1174 3.7842 16.1763
F -7.2992 4.2752 15.2847
F -9.0834 4.6737 16.3620
F -7.5015 3.5535 17.3839
H -10.7206 0.8202 12.4234
H -10.5993 2.4595 12.8680
H -11.2849 1.3148 14.0415
H -8.4430 0.8199 13.0744
H -9.2032 0.2037 14.5164
C -9.8372 4.5362 20.0735
C -11.0052 4.0460 20.8128
O -10.4328 3.0588 21.7218
C -10.1009 1.8277 21.3038
O -9.9912 1.5133 20.0955
C -9.8178 0.8495 22.5046
F -8.7525 0.0182 22.2590
F -9.6106 1.5038 23.6836
F -10.8288 0.0737 22.7143
H -10.1928 5.3563 19.4498
H -9.3530 3.7155 19.5442
H -9.2414 4.8784 20.9197
H -11.7483 3.6468 20.1226
H -11.4972 4.7451 21.4891

4
Properties=species:S:1:pos:R:3 method="wB97M-V/def2-TZVPD" fmax_ev_per_a=5.83 total_energy_ev=-28117.627 homo_energy_ha="-0.373 / -0.373" e_above_lowest_kcal_mol=105.5 homo_lumo_gap_ev="8.988 / 9.009"
O 0.0408 -0.8306 -1.5871
F -1.3379 0.1709 0.7807
S 0.0895 -0.4392 0.5036
Cl 1.2076 1.0989 0.3028

13
Properties=species:S:1:pos:R:3 method="wB97M-V/def2-TZVPD" fmax_ev_per_a=6.83 total_energy_ev=-16582.972 homo_energy_ha=-0.309 e_above_lowest_kcal_mol=91.3 homo_lumo_gap_ev=8.510 smiles="C=CCC(N)=S"
C 2.2889 0.1021 0.1828
C 0.9779 -0.1666 0.2784
C -0.3993 0.5232 0.8463
C -1.1675 0.4301 -0.6406
N -2.0215 -0.5938 -0.6658
S -0.8606 1.6824 -1.6943
H 2.7873 0.9799 0.8738
H 2.8756 -0.6140 -0.2725
H 0.4702 -1.1915 0.0754
H -0.8938 -0.3069 1.4887
H -0.5070 1.6893 1.2109
H -2.0640 -1.1386 -1.6896
H -1.4864 -1.3955 0.0066